# 1
Molecular formula: C43H60Br16ClNO4
Method: DFT, ωB97M-V with the def2-TZVPD basis set

Computed properties:
- Frontier orbital gap: 0.249 hartree
- Lowest unoccupied orbital energy: -1.5 eV
- Charge: 0
- Electronic energy: -43673.6148 Ha
- HOMO energy: -0.305 Eh

XYZ file:
```
125
C43H60Br16ClNO4 ωB97M-V with the def2-TZVPD basis set
Br 0.45 -2.94 -5.18
Br -2.25 -2.92 6.03
Br -5.37 4.23 -2.60
Br 3.01 -3.50 1.89
Br 9.03 -11.04 0.70
Br 5.40 -5.86 0.35
Br -4.82 6.50 1.78
Br 1.07 -6.25 -3.67
Br -2.05 -4.01 2.95
Br -3.08 4.21 -6.11
Br -7.09 1.82 -4.81
Br -4.96 -5.43 6.00
Br 6.06 -9.87 2.55
Br -0.05 6.31 -5.90
Br -3.06 3.26 1.64
Br -0.29 -7.26 2.81
Cl -0.45 -3.89 0.13
O 5.33 1.16 0.49
O -1.48 2.51 4.07
O -2.75 2.01 -1.12
O 5.44 -0.18 2.51
N 3.48 7.21 -0.20
C 6.62 -9.49 0.72
C -0.86 3.35 0.17
C -0.49 3.48 1.79
C 2.48 0.05 -2.18
C 0.53 5.75 -0.33
C -2.73 -5.79 2.52
C -7.48 3.70 -4.46
C 4.82 -3.99 2.44
C -0.03 3.18 -3.34
C 1.90 7.12 1.86
C 4.12 1.99 2.85
C -0.79 4.39 -2.53
C -1.83 6.75 -6.57
C -1.43 -1.14 -1.69
C -0.13 -0.45 -2.47
C -0.91 0.73 2.22
C -3.37 -3.57 7.49
C 0.96 5.89 1.27
C -2.91 6.11 -5.72
C -1.74 1.99 -0.23
C -6.21 4.51 -4.33
C -1.02 2.28 2.84
C -2.10 -6.84 3.40
C -0.66 -2.16 0.85
C -0.60 -5.25 -3.85
C -0.67 -4.54 -5.18
C -1.28 0.61 0.60
C -0.42 -0.53 3.16
C 5.73 -4.16 1.24
C 2.60 7.93 0.59
C -3.63 -5.05 7.37
C 4.98 0.95 1.90
C 7.22 -10.71 0.07
C -1.14 -0.88 -0.07
C 4.09 1.28 -0.35
C 2.86 1.53 3.52
C -4.87 3.67 2.23
C 3.67 -0.18 -1.04
C 0.41 4.74 2.33
C 1.31 -1.14 -2.10
C -5.50 4.73 1.35
C -0.39 4.49 -0.92
C -0.30 -2.01 2.46
H -4.29 -2.97 7.48
H -2.65 -7.79 3.32
H 2.50 0.42 3.30
H -6.58 4.79 1.53
H -5.42 2.73 2.15
H -2.44 -0.62 -2.04
H 5.16 -3.16 3.06
H -1.39 -6.00 -3.78
H 4.63 -0.62 -1.55
H -1.68 -4.18 -5.38
H 6.77 -4.20 1.55
H 0.91 2.87 -2.71
H -0.78 2.28 -3.44
H 7.31 -10.56 -1.01
H 3.33 -0.94 -0.21
H -5.33 4.57 0.28
H -8.11 3.74 -3.56
H -0.28 -0.46 -3.64
H -1.89 7.84 -6.52
H -2.56 -5.95 1.46
H -1.86 6.43 -7.62
H -4.81 3.96 3.28
H 4.42 3.11 3.01
H -0.66 -4.58 -2.99
H 5.61 -3.38 0.49
H 2.01 1.10 -1.93
H -0.15 -0.33 4.28
H 5.71 -9.17 0.20
H 2.79 6.59 2.43
H -2.04 -6.55 4.45
H 3.19 1.75 0.22
H 1.39 -1.58 -1.02
H -0.12 0.68 -2.10
H 2.37 9.06 0.34
H 6.64 -11.62 0.25
H 4.73 -4.89 3.05
H -2.72 6.20 -4.65
H -5.47 4.27 -5.09
H 3.53 6.21 0.16
H -2.73 -5.63 7.11
H -1.51 -2.28 -1.96
H -8.07 4.03 -5.32
H 2.23 2.25 4.22
H 0.37 3.50 -4.40
H -6.44 5.58 -4.37
H -3.89 6.54 -5.96
H -0.34 -5.15 -6.02
H 7.32 -8.64 0.77
H 0.89 6.54 -1.14
H -2.81 -3.35 8.40
H 0.08 -2.91 3.11
H -0.45 5.43 -3.00
H 3.02 0.03 -3.22
H -1.97 4.28 -2.55
H -4.05 -5.45 8.30
H 4.39 2.00 -1.24
H 1.36 7.81 2.63
H -3.81 -5.73 2.71
H 1.62 -2.03 -2.84
H 0.63 4.76 3.50
```

Löwdin atomic charge list, values in e, 8 entries: Br 0.6677; Br 0.5947; Br 0.6532; Br 0.6193; Br 0.5929; Br 0.6162; Br 0.6039; Br 0.6043



# 2
Molecular formula: C43H60BrN9O7P
Method: DFT, ωB97M-V with the def2-TZVPD basis set

Computed properties:
- Frontier orbital gap: 0.291 hartree
- Lowest unoccupied orbital energy: 1.8 eV
- Charge: -1
- Electronic energy: -5609.3816 Ha
- HOMO energy: -0.224 Eh

XYZ file:
```
121
C43H60BrN9O7P ωB97M-V with the def2-TZVPD basis set
Br 1.02 -3.77 -4.01
P 2.70 -1.84 -6.35
O 2.29 -0.56 -0.56
O 3.43 -3.05 -5.97
O 3.72 -0.65 -6.65
O 2.48 0.70 -3.98
O -4.09 1.26 -2.00
O 1.85 -2.01 -7.70
O 1.47 0.95 -5.99
N -0.39 3.34 4.35
N 1.74 -2.01 -3.86
N 2.60 -2.52 2.67
N 1.49 -7.80 0.74
N 0.31 8.41 6.66
N -4.80 -3.51 -1.88
N 0.56 4.05 9.17
N -2.13 -2.72 -8.41
N 2.69 1.94 0.98
C 2.82 -8.02 0.52
C -6.90 -3.98 -1.37
C 0.51 10.56 6.20
C -5.33 0.82 -2.50
C -0.83 -2.64 -10.19
C -0.32 9.07 7.67
C 1.94 -7.03 -1.29
C 0.82 9.30 5.76
C 1.29 -1.39 -2.60
C -1.09 -1.08 -4.73
C -0.93 2.65 6.38
C -0.99 4.40 4.97
C 3.17 -4.36 3.77
C 0.57 3.93 11.38
C 0.44 5.29 11.00
C 2.61 3.17 2.82
C 0.43 5.33 9.63
C -0.88 -3.02 -8.88
C -2.10 -2.09 -10.53
C -2.69 0.74 -3.96
C 3.43 -0.59 -1.59
C -5.24 -4.39 -2.83
C -1.25 0.38 -4.31
C 2.27 -3.83 2.87
C -1.34 4.00 6.24
C 2.76 1.07 2.03
C 0.64 3.19 10.22
C -5.80 -3.25 -0.98
C 3.13 -7.56 -0.73
C 3.71 -2.20 3.41
C -0.22 10.41 7.42
C 0.06 -1.36 -5.69
C -3.00 0.51 -2.48
C 2.59 3.22 1.45
C -0.34 2.27 5.19
C -6.54 -4.70 -2.54
C 2.33 -1.54 -1.53
C 1.84 0.32 -4.99
C 4.09 -3.32 4.10
C 0.95 -7.19 -0.36
C -2.88 -2.15 -9.40
C 1.47 -1.22 -5.09
C 2.72 1.80 3.19
H 0.02 -2.75 -10.84
H 0.77 11.48 5.72
H 0.99 -8.04 1.57
H 1.83 -6.58 -2.26
H 2.55 4.02 3.48
H -7.85 -3.99 -0.87
H -0.02 3.35 3.41
H -5.28 -0.21 -2.84
H 2.51 4.05 0.77
H -3.88 -3.12 -1.84
H -0.62 11.20 8.03
H -0.87 1.04 -5.09
H 4.93 -3.39 4.77
H 0.34 6.16 8.95
H -1.12 5.34 4.47
H 4.28 -0.63 -0.93
H -2.01 -1.38 -5.23
H 3.61 -0.23 -7.51
H -0.14 -3.47 -8.24
H -3.20 -0.56 -2.30
H -5.65 -2.58 -0.16
H -0.65 0.58 -3.42
H 1.11 -0.33 -2.71
H -0.80 8.54 8.47
H 3.33 0.31 -2.17
H 0.10 1.35 4.88
H 3.18 -5.37 4.13
H 0.58 3.79 8.20
H 2.69 1.66 0.02
H 2.60 -2.55 -1.23
H 0.74 2.13 10.07
H 0.62 3.54 12.38
H -3.89 -1.84 -9.22
H 0.40 -1.88 -2.20
H -2.89 1.79 -4.15
H -6.08 0.87 -1.71
H -1.83 4.61 6.98
H -1.01 -1.70 -3.83
H 2.76 1.40 4.19
H 1.85 -1.20 -8.22
H -4.59 -4.72 -3.62
H 4.13 -1.21 3.37
H -0.10 -6.92 -0.39
H -5.68 1.43 -3.34
H 2.84 0.02 1.84
H -1.05 2.02 7.25
H -2.14 0.80 -1.89
H -3.38 0.15 -4.57
H 0.35 6.14 11.66
H -7.17 -5.37 -3.10
H -0.08 -2.35 -6.11
H 2.11 -1.90 2.06
H 1.44 -4.28 2.37
H -0.03 -0.67 -6.51
H -2.40 -1.70 -11.48
H 4.10 -7.60 -1.19
H 3.43 -8.49 1.27
H -2.44 -2.88 -7.47
H 0.39 7.41 6.58
H 1.36 8.97 4.89
```

Löwdin atomic charge list, values in e, 8 entries: Br 0.7861; P 0.4780; O -0.1159; O -0.2922; O -0.1046; O -0.0210; O -0.1854; O -0.1393



# 3
Molecular formula: C43H61N9O3Y
Method: DFT, ωB97M-V with the def2-TZVPD basis set

Computed properties:
- Frontier orbital gap: 0.315 hartree
- Energy relative to the best compared isomer or geometry (same formula, charge and spin): 25.7 kJ/mol
- Lowest unoccupied orbital energy: -2.2 eV
- Charge: +1
- Electronic energy: -2432.0194 Ha
- HOMO energy: -0.395 Eh

XYZ file:
```
117
C43H61N9O3Y ωB97M-V with the def2-TZVPD basis set
Y -0.46 0.53 0.25
O 1.35 -0.65 1.40
O -3.63 -3.63 0.90
O -3.24 2.79 2.86
N 2.71 -2.81 0.61
N -1.67 -2.62 0.25
N -2.91 -0.18 1.11
N -1.85 -1.05 -1.45
N 1.31 2.36 -0.11
N 3.59 -2.83 2.76
N 1.46 0.14 -1.59
N -1.49 2.19 1.48
N -0.84 1.70 -1.92
C -0.30 -4.58 -0.26
C -4.94 1.03 1.54
C -5.69 -0.06 1.18
C -2.73 2.08 2.00
C 1.21 4.05 3.24
C 0.33 3.03 2.89
C -3.22 5.70 1.62
C -3.55 0.92 1.50
C -0.95 4.61 1.54
C 0.60 -5.56 0.16
C -0.06 5.61 1.93
C -2.17 5.03 0.72
C -0.72 3.30 1.98
C 2.68 1.83 -0.18
C -1.83 5.98 -0.43
C 0.97 3.29 -1.22
C -3.00 -2.63 0.61
C -2.22 -3.60 3.82
C 3.61 -3.31 1.47
C -0.44 3.11 -1.77
C 1.03 5.34 2.74
C -1.98 -5.53 -1.85
C -0.80 -4.57 -1.70
C 4.50 -4.75 -0.22
C -3.67 -1.27 0.83
C 4.54 -4.28 1.07
C -0.79 -3.68 0.69
C -5.04 -1.24 0.85
C -0.29 1.02 -3.11
C -0.48 1.67 4.81
C -0.44 -3.76 2.05
C 1.86 1.29 3.96
C -0.06 -2.41 4.17
C 1.17 0.66 -2.94
C 2.68 -3.30 -0.64
C 0.46 -4.76 2.42
C -1.06 -2.88 3.11
C 0.97 -5.65 1.49
C 3.55 -4.25 -1.11
C 0.29 -4.89 -2.72
C 0.44 1.68 3.58
C 2.78 0.56 -1.07
C -1.16 -1.49 -0.47
H -0.12 -4.81 -3.73
H -2.73 -2.92 4.51
H -0.51 3.65 -2.72
H -2.40 -5.48 -2.86
H 0.30 -3.24 4.78
H 1.15 -4.21 -2.65
H 3.47 -4.61 -2.13
H -1.16 -3.57 -1.93
H 5.21 -5.51 -0.54
H -2.77 -5.30 -1.13
H -0.22 6.63 1.58
H 1.00 -6.27 -0.56
H 3.37 2.59 -0.54
H 1.80 1.53 -3.10
H -0.42 1.63 -4.01
H 1.06 4.32 -0.87
H -0.14 2.43 5.51
H 1.91 -0.28 2.08
H -1.83 -4.44 4.40
H -1.85 1.67 -2.02
H 2.24 1.90 4.79
H -2.68 -1.60 -1.67
H 2.57 1.41 3.13
H -0.88 0.11 -3.23
H 4.12 -3.35 3.44
H 2.68 -2.56 3.10
H -0.45 0.70 5.32
H 1.45 -0.06 -3.71
H 1.71 3.17 -2.00
H -1.65 -6.56 -1.67
H 3.47 0.73 -1.89
H 2.03 3.86 3.92
H 1.41 -0.87 -1.61
H 1.23 2.88 0.76
H 1.91 -2.90 -1.29
H 0.79 -1.90 3.72
H -4.09 5.99 1.03
H 1.66 -6.43 1.81
H 1.89 0.25 4.32
H -3.54 5.04 2.43
H -2.80 6.61 2.06
H -1.46 -1.99 2.63
H -0.92 5.70 -0.97
H 0.74 -4.87 3.47
H -0.55 -1.70 4.85
H 1.71 6.13 3.02
H 0.67 -5.91 -2.61
H 0.07 0.91 2.91
H 1.79 -1.52 1.08
H -1.68 7.00 -0.06
H -6.77 -0.01 1.20
H 5.25 -4.67 1.79
H -5.58 -2.16 0.63
H -2.62 4.12 0.31
H -1.15 3.55 -1.08
H 3.18 -0.25 -0.48
H -1.51 1.90 4.54
H -2.96 -4.00 3.12
H -5.37 1.96 1.88
H 2.98 1.58 0.83
H -2.66 6.03 -1.14
```

Löwdin atomic charge list, values in e, 8 entries: Y 1.5270; O -0.1507; O 0.1056; O 0.0624; N 0.0950; N 0.0060; N 0.1167; N 0.0583



# 4
Molecular formula: C43H62N4NiO2
Method: DFT, ωB97M-V with the def2-TZVPD basis set

Computed properties:
- Frontier orbital gap (alpha / beta): 0.268 / 0.266 hartree
- 2S+1: 3
- Energy relative to the best compared isomer or geometry (same formula, charge and spin): 76.1 kJ/mol
- Lowest unoccupied orbital energy (alpha / beta): 0.1 / 0.1 eV
- Charge: 0
- Electronic energy: -3553.6026 Ha
- HOMO energy (alpha / beta): -0.263 / -0.261 Eh

XYZ file:
```
112
C43H62N4NiO2 ωB97M-V with the def2-TZVPD basis set
Ni -1.19 0.09 -0.23
O 0.50 -0.45 -1.06
O -1.50 0.50 1.62
N -3.70 -2.04 -0.42
N -0.33 2.04 -0.37
N -3.10 1.20 -0.66
N -1.08 -2.09 0.45
C -1.93 -1.59 3.70
C -2.92 -5.65 -0.71
C -3.16 0.55 4.15
C 0.76 -3.09 -2.58
C -3.60 -4.42 -0.82
C 0.79 1.37 -2.58
C 1.98 1.39 -6.24
C 0.50 1.72 2.05
C -0.57 0.91 2.48
C -1.06 -4.52 0.29
C 1.43 2.19 2.96
C 2.42 2.44 5.28
C -4.15 1.18 0.38
C -2.65 2.61 -0.81
C 2.92 -2.93 -3.79
C 3.49 1.29 -6.51
C -1.42 2.93 0.03
C 2.84 -2.24 -1.43
C 0.79 2.04 0.59
C 1.23 0.47 -7.22
C 1.11 1.81 -3.87
C -1.75 -0.48 5.90
C 0.31 1.09 4.72
C -3.64 0.73 -1.95
C 1.55 2.83 -6.52
C 2.04 -2.25 -2.73
C 3.83 2.09 4.78
C -1.85 -0.22 4.39
C 1.66 -0.82 -3.12
C 2.26 1.85 6.69
C 2.28 3.96 5.37
C 0.19 -4.53 0.94
C -1.68 -5.71 -0.15
C 1.96 -0.33 -4.39
C -3.02 -3.25 -0.39
C -1.70 -3.27 0.12
C 0.06 -2.16 1.09
C 0.73 -3.36 1.38
C 1.37 1.88 4.31
C -0.67 0.60 3.86
C 0.21 2.44 -1.68
C 0.97 0.03 -2.21
C 1.68 0.97 -4.81
H -3.46 3.28 -0.51
H 0.92 2.85 -4.11
H 2.45 -0.99 -5.08
H 2.32 0.76 6.67
H 0.24 -3.15 -3.54
H 3.85 0.27 -6.36
H -4.63 0.21 0.43
H -3.14 1.52 4.65
H -4.61 -4.39 -1.20
H -2.11 -1.46 2.63
H 0.23 0.85 5.77
H 3.23 -3.90 -3.41
H -4.92 1.92 0.16
H 0.09 -2.63 -1.85
H -4.06 -0.27 -1.83
H 1.41 0.78 -8.25
H 1.68 -3.33 1.90
H 4.05 1.94 -5.84
H 2.40 4.43 4.39
H 1.31 2.14 7.14
H 3.03 4.38 6.04
H 0.50 -1.21 1.38
H -3.30 0.72 3.08
H 0.70 -5.47 1.09
H 0.48 2.97 -6.33
H -2.60 -1.08 6.21
H -2.84 0.67 -2.68
H 1.26 3.04 0.57
H 0.16 0.50 -7.02
H -4.01 -0.02 4.53
H 3.14 -3.26 -1.16
H -3.69 1.40 1.34
H -2.46 2.80 -1.86
H 3.82 -2.34 -4.00
H 1.56 -0.57 -7.11
H 3.76 -1.64 -1.55
H -1.14 3.99 -0.08
H 0.97 3.20 -1.51
H -0.58 2.94 -2.25
H -1.17 -6.65 -0.02
H -1.64 2.75 1.08
H -4.70 -2.12 -0.48
H 2.27 -1.80 -0.61
H 1.52 1.34 0.20
H 4.58 2.42 5.51
H -0.84 -1.02 6.16
H 2.23 2.82 2.59
H 2.39 -3.09 -4.73
H 1.00 -4.10 -2.25
H 3.94 1.02 4.64
H 4.06 2.58 3.83
H -2.75 -2.18 4.13
H -1.00 -2.14 3.83
H 1.73 3.07 -7.57
H 2.10 3.55 -5.92
H -3.39 -1.39 0.29
H -3.41 -6.55 -1.05
H 1.29 4.23 5.75
H 3.07 2.22 7.33
H 3.72 1.58 -7.54
H -1.78 0.45 6.48
H -4.42 1.40 -2.33
```

Löwdin atomic charge list, values in e, 8 entries: Ni 0.7543; O -0.1993; O -0.2095; N 0.1064; N -0.1969; N -0.2722; N 0.0816; C -0.0419